The following is a DFT calculation (ωB97M-V/def2-TZVPD) of a cluster of 2 separate species, C8H20N3 in total.

The geometry in ORCA input format:
```
! wB97M-V def2-TZVPD RIJCOSX def2/J DEFGRID3
* xyz 1 1
C -3.1298 -0.1447 0.2960
C 1.9027 -0.7812 0.2574
C -2.9929 0.7310 1.4834
C 0.8646 -1.8041 0.5567
C 3.3241 -1.1979 0.4235
C -2.3484 -1.3350 -1.5577
C 2.5881 1.4164 -0.4490
C -0.0800 2.1592 -0.3067
N -2.1448 -0.4982 -0.4077
N 1.5837 0.4054 -0.1705
N 0.3265 0.7868 -0.5023
H -4.1496 -0.4663 0.0599
H -3.4799 1.6867 1.2845
H -1.9519 0.9066 1.7419
H -3.5089 0.2825 2.3303
H 0.7337 -2.4577 -0.3073
H -0.1066 -1.3812 0.8035
H 1.1948 -2.4280 1.3841
H 3.8943 -1.0733 -0.4978
H 3.3678 -2.2473 0.6968
H 3.8223 -0.6255 1.2065
H -1.7624 -2.2483 -1.4412
H -3.3987 -1.6014 -1.7104
H -1.9770 -0.8078 -2.4375
H 3.5860 0.9939 -0.4581
H 2.3895 1.8549 -1.4263
H 2.5514 2.2019 0.3062
H -1.1366 2.2074 -0.5572
H 0.0482 2.4972 0.7277
H 0.4518 2.8435 -0.9667
H -0.4620 0.1246 -0.3621
*
```

## Properties
Total energy (eV): -13083.273
Orbital gap (spin up / spin down) (eV): 9.748 / 9.749
Energy relative to the best compared isomer or geometry (same formula, charge and spin) (kJ/mol): 197.9

The following is a DFT calculation (ωB97M-V/def2-TZVPD) of a structure of composition C8H20NO6S2.

The geometry in ORCA input format:
```
! wB97M-V def2-TZVPD RIJCOSX def2/J DEFGRID3
* xyz -1 1
C -5.8659 -2.8494 -0.8124
C -4.5334 -3.2845 -0.5964
S -3.9006 -3.1082 1.1277
O -2.5979 -2.3724 1.1148
O -3.7667 -4.5106 1.6523
N -5.0878 -2.3706 2.0680
S -4.7288 -0.7557 2.3405
O -5.9746 -0.1373 2.9032
O -4.2914 0.0041 1.1338
H -6.0178 -1.8754 -1.3082
H -6.6829 -3.4844 -0.4343
H -3.9252 -3.7416 -1.3900
H -3.7908 -0.6108 3.3498
C 1.8053 -0.7694 1.8178
C 1.3021 0.0651 0.6500
C 0.3557 1.1604 1.1178
O 0.6331 -0.7747 -0.2832
H 0.9728 -1.2628 2.3264
H 2.4750 -1.5562 1.4654
H 2.3416 -0.1529 2.5434
H 2.1519 0.5130 0.1274
H -0.5242 0.7304 1.6032
H -0.0041 1.7442 0.2684
H 0.8484 1.8354 1.8223
H -0.1232 -1.1795 0.1629
C 4.1585 2.9839 -0.8954
C 4.5941 2.1747 -2.1074
C 3.7538 2.5134 -3.3292
O 4.4796 0.7835 -1.8204
H 3.1182 2.7667 -0.6365
H 4.7630 2.7249 -0.0241
H 4.2537 4.0562 -1.0802
H 5.6471 2.3713 -2.3204
H 2.7002 2.2803 -3.1512
H 4.0708 1.9194 -4.1882
H 3.8372 3.5717 -3.5862
H 3.5534 0.5977 -1.6311
*
```

## Properties
Total energy (eV): -44062.051
Orbital gap (eV): 7.001
Energy relative to the best compared isomer or geometry (same formula, charge and spin) (kJ/mol): 524.4

The following is a DFT calculation (ωB97M-V/def2-TZVPD) of a cluster of 2 separate species, C8H20NOP in total.

The geometry in ORCA input format:
```
! wB97M-V def2-TZVPD RIJCOSX def2/J DEFGRID3
* xyz 0 1
C -1.9650 0.0393 -1.3428
C -2.7935 -0.5236 1.0102
C -1.4861 1.5855 0.8275
C 2.0441 -0.3428 -1.1788
C 1.6329 1.7977 0.0693
C 2.6006 -0.0541 1.3386
C -1.7155 0.1077 0.1595
C 1.6634 0.2973 0.1733
N -0.0107 -2.9685 -0.6310
O -0.0426 -0.8608 2.1601
P 0.0032 -0.5021 0.7329
H -0.9504 0.1959 -1.7059
H -2.0882 -0.9198 -1.6467
H -2.5696 0.8207 -1.9446
H -2.4184 -0.4027 2.0085
H -2.9828 -1.5616 0.9107
H -3.6989 0.0584 0.9150
H -2.3823 2.2130 1.0740
H -0.8947 1.6434 1.6553
H -0.9334 2.1691 0.0693
H 2.7642 0.2469 -1.6367
H 2.2245 -1.4049 -1.0488
H 1.0887 -0.3555 -1.8614
H 1.3237 2.0603 -0.9060
H 2.5799 2.2755 -0.0164
H 1.0281 2.2438 0.7955
H 2.9573 -1.0292 1.2409
H 3.5129 0.6119 1.3145
H 2.1749 0.1087 2.2769
H 0.7586 -3.2530 -1.2222
H 0.1591 -3.5898 0.1626
*
```

## Properties
Total energy (eV): -21443.036
Orbital gap (spin up / spin down) (eV): 8.537 / 7.183
Energy relative to the best compared isomer or geometry (same formula, charge and spin) (kJ/mol): 538.0

The following is a DFT calculation (ωB97M-V/def2-TZVPD) of a structure of composition C8H20NOP.

The geometry in ORCA input format:
```
! wB97M-V def2-TZVPD RIJCOSX def2/J DEFGRID3
* xyz 0 3
C 0.1913 1.8445 0.7027
C 2.4376 1.0499 1.2004
C 1.8114 1.5019 -1.1840
C -3.0561 0.6281 0.5464
C -1.9738 -0.3457 -1.4888
C -2.3844 -1.8438 0.4473
C 1.4521 1.5993 0.3177
C -2.0384 -0.3807 -0.0365
N 3.4832 -2.2191 -0.4696
O 0.5323 -1.0894 -0.1583
P -0.3643 -0.3834 0.7831
H -0.4257 2.3255 -0.0905
H 2.7409 -2.9695 -0.4857
H -0.1646 2.0222 1.7638
H 2.0831 0.7914 2.2305
H 3.2625 1.7296 1.3685
H 2.9553 0.2235 0.7765
H 1.0616 1.9688 -1.8292
H 2.7908 1.8969 -1.2202
H 2.0496 0.4202 -1.5503
H -3.1148 1.6718 0.1548
H -4.0843 0.1972 0.3720
H -2.9508 0.5796 1.5716
H -2.7032 -0.7103 -2.1309
H -1.0721 -0.8283 -1.6526
H -1.6790 0.6515 -1.6595
H -2.3994 -1.7476 1.4982
H -3.4341 -2.0414 0.1471
H -1.9445 -2.6504 0.0190
H 4.0500 -2.4876 0.3111
H 2.8879 -1.4049 -0.2545
*
```

## Properties
Total energy (eV): -21442.014
Orbital gap (spin up / spin down) (eV): 6.420 / 7.236

The following is a DFT calculation (ωB97M-V/def2-TZVPD) of a cluster of 2 separate species, C8H20NPS in total.

The geometry in ORCA input format:
```
! wB97M-V def2-TZVPD RIJCOSX def2/J DEFGRID3
* xyz 0 1
C -0.0133 -2.0954 0.6953
C -1.1431 -2.3014 -0.3415
C -2.4441 -2.6874 0.3545
C -0.8034 -3.3852 -1.3761
P -1.2206 -0.6084 -1.1746
N -2.5780 -0.6113 -2.2738
S -2.4294 0.3798 0.3220
H -0.2547 -2.0567 1.6746
H 0.7526 -2.9692 0.6608
H 0.5503 -1.1611 0.4355
H -2.6156 -3.7828 0.3680
H -3.1994 -2.1389 -0.1319
H -2.5210 -2.3172 1.5059
H -1.6574 -3.5364 -1.9327
H 0.1314 -3.2691 -2.0094
H -0.6415 -4.3299 -0.7541
H -2.3487 -0.5041 -3.2267
H -3.1258 -1.5042 -2.1222
H -2.1413 1.5496 -0.0869
C 1.4780 1.8696 0.6708
C 2.1682 2.9800 0.7420
C 2.5052 3.4816 2.1163
C 2.7827 3.7391 -0.4216
H 1.0245 1.3443 1.5281
H 1.2889 1.3384 -0.2172
H 1.7904 3.0814 2.8438
H 2.5671 4.6593 2.1693
H 3.4470 3.1266 2.2842
H 2.1811 4.6203 -0.5308
H 3.8889 3.9193 -0.3872
H 2.5810 3.1694 -1.3842
*
```

## Properties
SMILES string: CC(C)(C)P(N)S.C=C(C)C
Total energy (eV): -30233.054
Orbital gap (eV): 9.587
Energy relative to the best compared isomer or geometry (same formula, charge and spin) (kJ/mol): 131.4

The following is a DFT calculation (ωB97M-V/def2-TZVPD) of the molecule C8H20O3Si.

The geometry in ORCA input format:
```
! wB97M-V def2-TZVPD RIJCOSX def2/J DEFGRID3
* xyz 0 1
C 1.6806 0.9114 -2.4918
C 1.8157 -0.1669 -1.3897
C 2.3367 0.5561 -0.0986
C 2.8305 -1.2294 -1.8012
C 0.4904 -0.8139 -1.0657
C -0.7528 -0.0734 -0.5160
C -1.5851 -0.9329 0.3316
C -2.7940 -0.2988 0.9647
Si -2.1467 0.5866 2.3649
O -3.3610 1.0804 3.3240
O -1.3428 1.8958 1.7513
O -1.0920 -0.2270 3.3521
H 2.6264 1.3427 -2.6444
H 1.2780 0.5508 -3.4426
H 1.0211 1.6601 -2.0106
H 3.3836 0.9194 -0.2176
H 1.7721 1.4313 0.0820
H 2.2325 -0.1710 0.7538
H 3.6607 -0.6794 -2.3014
H 3.0917 -1.9021 -0.9958
H 2.3118 -1.7971 -2.5675
H 0.7740 -1.5368 -0.2894
H 0.1277 -1.4863 -1.8746
H -0.4365 0.7916 0.0059
H -1.3426 0.2896 -1.3832
H -1.0531 -1.5938 1.0532
H -1.9891 -1.7653 -0.2653
H -3.5504 -1.0045 1.3586
H -3.2174 0.5133 0.3126
H -4.3387 0.9834 3.1375
H -0.8055 2.4500 2.3593
H -1.6259 -0.2837 4.2040
*
```

## Properties
SMILES string: CC(C)(C)CCCC[Si](O)(O)O
Total energy (eV): -22644.399
Orbital gap (eV): 10.449
Energy relative to the best compared isomer or geometry (same formula, charge and spin) (kJ/mol): 73.8

> What is the formula in the fourth record?

C8H20NOP

> The lowest total energy belongs to which entry?

C8H20NO6S2

> Which value of total energy does entry 4 give?

-21442.014 eV